Formula: C29H58Cl2N4O10
Source: the OMol25 dataset
Level of theory: wB97M-V/def2-TZVPD

Properties
Energy above the lowest of the compared OMol25 structures with the same formula, charge and spin = 202.10 kcal/mol
Charge = 0
HOMO-LUMO gap = 6.2632 eV
LUMO energy = -0.082 Eh
Electronic energy = -82476.9405 eV
HOMO level = -0.3120 Eh

```
103
Properties=species:S:1:pos:R:3:mulliken_charge:R:1
Cl -1.191 0.532 -2.421 -0.09
Cl 4.877 2.839 -4.860 -0.17
O -4.311 3.946 -0.525 -0.15
O 3.501 -0.386 6.957 -0.45
O 2.526 1.260 -6.470 -0.55
O 1.938 -0.253 -1.294 -0.28
O 0.051 -6.804 -1.745 -0.45
O 2.398 -1.846 2.853 -0.34
O 3.978 2.607 -0.411 -0.31
O -7.088 0.743 0.965 -0.45
O 3.695 1.700 0.490 -0.21
O 3.704 -4.922 0.072 -0.34
N -4.562 2.379 2.055 -0.32
N -0.505 1.581 -5.544 -0.36
N 1.721 -4.092 -2.062 -0.34
N 0.856 -0.664 5.176 -0.33
C 1.923 0.642 -2.296 0.10
C 0.514 0.847 -3.173 0.24
C 1.800 -3.576 -0.693 0.12
C 3.294 1.511 -2.698 0.41
C 1.184 -7.071 -0.934 -0.46
C 1.210 0.013 3.927 -0.17
C -2.779 5.037 -2.897 -0.59
C -3.553 2.189 1.010 -0.17
C 1.118 0.120 6.390 -0.70
C 2.062 -3.176 3.232 -0.87
C 2.225 1.493 -5.165 0.21
C 3.245 -3.584 -0.166 -0.48
C -5.875 0.219 1.507 -0.41
C -6.912 1.711 -0.058 -0.44
C 3.431 1.916 -4.136 -0.04
C -1.986 5.012 -4.349 -0.41
C -0.507 3.114 -5.716 -0.55
C -3.219 3.509 0.296 -0.70
C 0.364 -4.441 -2.503 -0.66
C 0.674 1.302 -4.613 -0.14
C -0.727 3.913 -4.281 0.11
C 4.468 1.883 -1.601 -0.39
C 3.983 -1.123 5.843 -0.41
C 2.553 0.633 6.634 -0.46
C 4.635 -5.393 -0.896 -0.75
C -5.028 5.053 0.011 -0.93
C -5.182 1.138 2.536 -0.70
C 1.268 -0.969 2.745 -0.75
C -0.436 -5.463 -1.668 -0.50
H -0.567 -5.157 -0.624 0.30
H 0.329 -1.520 2.622 0.41
H -2.894 4.285 0.997 0.43
H -2.641 1.780 1.461 0.38
H 2.094 -6.834 -1.483 0.11
H 1.383 -1.533 5.248 0.12
H -0.220 -3.516 -2.589 0.32
H 4.443 1.609 1.157 0.32
H 2.926 -3.814 3.027 0.24
H 2.513 1.282 7.517 0.36
H 1.207 -3.553 2.660 0.31
H -5.646 5.473 -0.787 0.23
H -1.338 3.476 -6.479 0.46
H -5.304 2.979 1.700 0.12
H -5.691 4.737 0.817 0.36
H -5.932 1.436 3.275 0.37
H -6.820 2.701 0.384 0.11
H 0.465 -4.843 -3.516 0.42
H 2.190 0.490 3.995 0.08
H 2.297 -4.928 -2.139 0.15
H 1.424 -0.387 1.828 0.29
H -6.166 -0.693 2.041 0.35
H 1.205 -4.178 -0.004 -0.05
H 3.322 -1.965 5.646 0.12
H 3.252 -3.085 0.811 0.03
H -2.166 4.523 -2.021 -0.07
H 4.960 -1.542 6.100 0.36
H 0.467 0.790 3.716 0.44
H -2.384 3.321 -0.390 0.25
H -2.719 4.610 -5.168 0.31
H 0.427 0.973 6.406 0.38
H -7.810 1.725 -0.681 0.35
H 4.101 -0.501 4.951 0.22
H 1.214 -8.143 -0.720 0.33
H -4.422 0.559 3.076 0.38
H 3.924 -3.025 -0.820 0.45
H 4.891 0.847 -1.202 0.25
H 0.844 -0.520 7.234 0.37
H -1.573 6.090 -4.548 0.24
H 0.522 3.472 -6.148 0.22
H -3.029 6.133 -2.562 0.29
H -6.054 1.488 -0.700 0.25
H -4.350 5.833 0.375 0.38
H -1.447 -5.498 -2.092 0.39
H -3.897 1.489 0.246 0.05
H 5.398 2.445 -2.091 0.32
H -3.806 4.449 -2.950 0.18
H 0.227 4.512 -3.952 0.26
H 1.413 -2.551 -0.672 0.34
H 2.927 1.266 5.821 0.32
H 5.406 -4.645 -1.109 0.31
H 4.130 -5.674 -1.821 0.31
H -0.999 3.197 -3.385 -0.23
H 1.152 -6.533 0.018 0.25
H 1.847 -3.236 4.299 0.42
H -5.203 -0.111 0.706 0.30
H -0.276 1.223 -6.508 0.43
H 5.118 -6.287 -0.493 0.25
```